1.
A cluster of 8 separate species, C27H60N3O20P5 in total in a non-equilibrium geometry. Source: OMol25; level of theory: ωB97M-V/def2-TZVPD.

## Properties
Total energy ... -4440.805846 Ha
Maximum force ... 4.75 eV Å⁻¹
Relative energy (zero: lowest compared OMol25 entry of this formula, charge and spin) ... 663.4 kJ/mol
2S+1 ... 1
E_LUMO ... 0.219 eV
SMILES ... COP(=O)(OC)OC.COP(=O)(OC)OC.COP(=O)(OC)OC.COP(=O)(OC)OC.COP(=O)(OC)OC.c1cc[nH]c1.c1cc[nH]c1.c1cc[nH]c1

```
115
Properties=species:S:1:pos:R:3:forces:R:3:mulliken_charge:R:1
H -0.530 1.899 3.859 0.2 -0.2 -0.2 0.241
H -3.171 -2.186 3.578 0.0 0.0 -0.3 0.505
H 1.635 -8.170 -6.658 0.6 0.8 0.2 0.281
H 8.595 4.480 -3.416 0.8 -0.5 -0.6 0.326
P 1.262 -6.296 -3.587 -1.7 1.5 2.2 0.815
H -2.536 -2.968 -2.698 0.8 0.0 0.0 0.279
C -0.981 7.700 -3.805 2.0 -1.0 1.2 -0.591
H -1.043 2.031 -1.796 0.5 -0.6 0.1 0.342
H 2.711 6.315 1.270 -1.0 0.0 0.7 0.329
H -1.529 7.321 -4.655 0.2 0.0 0.0 0.369
C -4.569 -0.698 2.781 0.9 1.8 0.1 -0.212
H 1.712 6.838 5.679 0.4 -0.3 0.1 0.277
C -0.487 -7.412 -1.762 0.7 1.0 0.5 -0.567
H 2.914 3.417 -3.654 0.2 0.2 -0.2 0.251
O -1.472 -0.564 10.069 -2.5 0.1 -2.7 -0.292
H 3.764 -4.927 -2.761 -0.7 0.1 0.1 0.312
H 9.502 3.159 -2.477 -0.2 0.1 -0.2 0.230
H -0.179 -1.728 6.236 -1.1 0.3 -0.6 0.247
H -5.911 -4.682 -8.624 -0.2 0.0 0.6 0.365
H 3.880 3.893 -5.176 0.3 -1.4 0.1 0.313
H 0.281 -7.345 -0.990 0.4 -0.3 -0.2 0.270
O 5.987 1.799 -4.422 0.9 -0.1 0.8 -0.326
C -3.849 -4.607 -9.249 1.6 -1.4 2.0 -0.260
O -1.973 -3.130 9.698 0.3 1.6 -0.4 -0.669
C -6.308 -1.778 3.529 -2.5 -0.2 -1.1 -0.406
C -2.531 -2.048 -2.113 -4.0 -1.4 0.8 -0.680
P -0.546 -0.697 -1.028 1.2 -0.4 2.1 0.867
H -1.939 6.706 -2.028 0.1 0.1 0.1 0.397
C 0.370 2.443 3.574 -0.6 0.7 0.4 -0.601
H -1.666 2.554 -0.271 -0.2 -0.4 0.2 0.222
O -3.806 -1.409 9.224 2.3 -1.5 -0.2 -0.386
O 1.827 -6.901 -4.950 0.2 -0.2 0.8 -0.280
O 2.356 -6.550 -2.376 -0.7 0.6 -2.1 -0.270
N -3.085 -3.713 -7.289 -0.1 -1.3 -0.3 0.053
C 0.920 6.252 5.214 0.6 1.8 1.0 -0.800
H 0.998 8.718 -4.504 -0.6 0.2 -0.5 0.371
H -2.495 -3.253 -6.611 0.0 -0.5 -0.2 0.202
C -1.698 1.727 -0.980 -0.2 -0.2 -0.3 -0.730
H 8.513 4.515 -1.795 0.0 -0.6 0.8 0.275
H 3.543 5.075 -4.199 -0.3 0.1 1.3 0.313
C 0.269 8.440 -3.758 -1.0 1.6 -0.3 -0.335
P 0.714 5.037 2.905 -1.8 2.2 0.5 0.990
C 3.716 4.003 -4.104 2.2 0.7 0.2 -0.696
H 0.417 5.765 6.050 -0.2 -0.5 -0.5 0.281
H 0.651 -8.596 -5.345 0.2 0.0 0.6 0.298
C -0.668 -2.240 7.065 0.9 0.3 0.4 -0.691
H 0.807 2.055 2.654 0.3 -0.2 0.4 0.301
O 7.449 2.976 -2.688 -2.0 -0.1 -1.2 -0.275
C -4.889 -4.513 -8.320 -1.5 1.3 -1.9 -0.347
H 5.597 1.085 -2.477 0.2 -0.5 0.0 0.297
O -0.674 -1.854 0.183 0.3 1.5 -2.0 -0.265
C 0.465 8.858 -2.454 1.7 -1.3 -1.3 -0.418
H -3.848 0.081 2.584 -0.2 0.1 -0.4 0.492
H -0.983 -3.250 6.802 0.2 0.1 0.2 0.287
H 0.193 -2.184 7.731 -0.3 -0.8 0.7 0.322
H -0.321 7.919 -0.715 0.2 0.5 -0.1 0.206
H 0.983 2.538 4.470 0.6 -0.6 -0.4 0.290
C 8.608 3.772 -2.587 -0.1 1.8 -0.2 -0.686
C -1.113 -0.692 11.424 2.9 -2.0 0.0 -0.666
H 1.299 9.413 -2.049 -0.2 -0.1 0.1 0.352
H -1.035 -8.343 -1.615 0.0 0.1 -0.5 0.248
H -6.650 0.180 2.636 0.2 -0.1 0.0 0.387
C 3.688 -5.982 -2.495 0.0 -0.7 0.2 -0.680
H -5.311 -0.991 7.682 0.3 -1.3 0.2 0.245
O -1.777 -1.506 7.611 -0.3 0.4 1.7 -0.127
H 4.116 -6.152 -1.507 0.2 0.1 -0.2 0.236
C -2.740 -4.406 -8.412 2.2 1.6 -3.0 -0.586
C -1.177 7.329 -2.473 -0.5 1.1 -1.3 -0.363
C -4.493 -0.607 8.292 0.2 1.8 0.0 -0.516
C 0.490 -2.638 0.433 0.8 -1.2 0.8 -0.730
H -3.449 -1.543 -2.413 0.0 0.4 -0.5 0.298
O 0.892 -0.335 -1.241 -2.4 -0.6 -0.8 -0.674
N -5.253 -2.620 3.623 -0.9 0.8 1.4 0.001
O 4.975 3.803 -3.253 0.1 -0.6 -0.5 -0.266
H -4.990 0.133 8.920 0.2 0.5 -0.3 0.253
C 1.080 -7.722 -5.834 -1.6 -1.1 -0.1 -0.654
O -1.360 0.490 -0.289 0.2 -0.4 -1.0 -0.082
O 1.823 4.436 2.024 1.1 0.0 -0.8 -0.139
H 3.255 4.854 0.649 -0.1 -0.4 0.0 0.265
H 3.719 5.236 2.272 -0.2 0.1 0.3 0.285
H -1.098 -6.537 -1.542 -0.4 -0.1 -0.4 0.243
O 0.077 -7.325 -3.081 1.3 0.3 -1.0 -0.305
O -0.109 3.766 3.313 -1.0 0.7 -0.6 -0.261
H -0.939 0.183 12.051 -1.2 0.5 -0.6 0.275
H 0.190 -7.214 -6.206 0.3 0.4 -0.2 0.298
O 6.708 4.139 -5.005 1.7 1.0 -1.3 -0.688
O -0.047 6.179 2.284 1.0 -2.1 1.3 -0.704
O 0.809 -4.862 -3.685 1.0 -2.5 0.0 -0.533
O -1.470 -1.240 -2.266 4.1 2.3 0.8 -0.279
C -4.415 -3.838 -7.251 -2.7 -0.1 2.6 -0.491
C -4.168 -1.838 3.353 2.0 -2.4 -0.3 -0.660
H 1.409 -2.457 -0.124 -0.5 0.6 -0.5 0.330
H 4.549 0.600 -3.827 0.1 -0.9 0.4 0.267
N -0.310 8.064 -1.714 -1.9 -1.2 2.1 0.020
H -0.090 -0.987 11.187 0.6 -0.4 1.4 0.283
C 5.583 0.703 -3.498 -0.3 1.9 -1.3 -0.583
H -5.425 -3.533 4.018 1.0 0.2 0.1 0.211
H -7.283 -2.086 3.879 -0.1 -0.1 -0.3 0.370
H -3.955 -4.902 -10.283 0.5 -0.3 0.2 0.376
H 6.250 -0.124 -3.740 -0.3 0.0 0.4 0.251
H -1.694 -4.442 -8.679 0.0 0.1 -0.1 0.363
C -5.973 -0.627 2.873 -0.4 -0.1 0.8 -0.685
H -5.020 -3.696 -6.368 0.3 0.6 0.2 0.329
H 0.805 -2.584 1.475 -0.4 0.6 0.2 0.272
P -2.176 -1.750 9.190 -1.9 -0.5 0.2 0.869
H 0.287 -3.704 0.323 -0.5 0.0 -0.4 0.258
H -3.763 -0.171 7.611 -0.3 0.4 0.0 0.247
H 0.321 7.071 4.815 -0.5 -0.6 -0.5 0.337
H -1.547 -1.552 11.932 -0.5 0.4 0.0 0.315
H -2.681 1.602 -1.435 -0.1 0.1 0.3 0.276
C 2.879 5.283 1.579 1.8 -0.5 -1.2 -0.766
P 6.400 3.254 -3.920 -3.4 -1.2 1.7 0.993
H -2.804 -2.261 -1.079 0.6 -0.4 0.2 0.300
O 1.525 5.421 4.252 -0.5 -0.3 -0.8 -0.333
H 4.236 -6.542 -3.252 0.1 -0.1 0.1 0.285
```
Forces are in eV/Å.

2.
A cluster of 7 separate species, C27H60O9P2 in total. Source: OMol25; level of theory: ωB97M-V/def2-TZVPD.

## Properties
Total energy ... -2424.590408 Ha
Maximum force ... 0.53 eV Å⁻¹
2S+1 ... 1
E_LUMO ... -1.367 eV
SMILES ... CP(C)C1=CC(=O)C=C(P(C)O)C1=O.CC(C)O.CC(C)O.CC(C)O.CC(C)O.CC(C)O.CC(C)O

```
98
Properties=species:S:1:pos:R:3:forces:R:3:mulliken_charge:R:1
H 1.908 -6.023 -2.301 0.0 0.0 0.0 0.314
C -6.884 -3.518 -1.861 0.0 0.0 0.0 -1.099
C 4.002 4.291 0.733 0.1 -0.1 -0.2 0.441
O -0.942 5.445 5.717 0.0 0.0 0.0 -0.549
H -8.283 -5.437 -3.303 0.0 0.0 0.0 0.356
C 0.115 -2.754 1.433 -0.1 0.2 0.1 1.654
H 2.834 4.831 2.413 0.0 0.0 0.0 0.438
H -1.232 2.723 7.689 0.0 0.0 0.0 0.353
H 1.792 -6.316 -0.561 0.0 0.0 0.0 0.303
H -1.931 -2.516 2.087 0.0 0.1 0.0 0.435
C 3.058 4.088 1.653 -0.1 0.0 0.1 -0.538
C -8.523 -4.401 -3.560 0.0 0.0 -0.1 -1.377
C 3.568 1.900 -0.172 0.1 0.0 0.2 0.866
H 2.094 0.833 0.922 -0.1 0.0 0.0 -0.256
H 0.012 3.461 4.200 0.0 0.0 0.0 0.312
H 4.821 7.511 -1.027 -0.1 0.0 0.0 0.400
O 6.433 5.545 0.329 -0.1 -0.2 -0.1 -0.514
H 2.943 -7.241 -1.536 0.0 0.0 0.0 0.400
H -1.693 4.476 -2.836 0.0 0.0 0.0 0.333
C -1.020 -2.248 -3.218 0.0 0.0 0.1 -1.199
O -6.231 -3.883 -4.166 0.0 0.0 -0.1 -0.499
H -7.557 -2.488 -3.621 0.0 0.0 0.0 0.263
H 0.650 -2.763 0.479 0.0 0.0 0.0 -0.563
H -7.692 -3.184 -1.208 0.0 0.0 0.0 0.386
H 5.359 -0.882 0.009 0.0 0.0 0.0 0.326
H 0.212 -1.704 3.314 0.0 0.0 0.0 0.543
C -0.851 4.654 0.522 0.1 0.0 0.0 -1.040
C -1.786 4.225 -1.780 0.0 0.0 -0.1 -1.327
C 3.534 -5.192 -1.149 0.0 -0.1 0.1 0.399
C 5.566 -0.052 -0.668 0.1 0.2 0.2 -1.021
O -2.852 -3.345 -2.073 0.0 0.1 0.1 -0.502
H 0.730 3.758 -1.333 0.0 0.0 0.0 0.282
H -0.670 3.588 0.687 -0.1 0.0 0.0 0.138
C -0.751 4.976 -0.958 0.0 -0.1 0.0 0.443
H 0.614 -0.696 1.921 0.0 0.0 0.0 0.088
P 4.887 5.914 0.787 0.0 0.1 0.0 0.114
C -0.608 4.129 6.161 -0.1 -0.1 0.0 0.448
H -4.439 -1.727 -3.468 0.0 0.0 0.0 0.205
O 0.569 4.703 -1.438 0.0 0.0 0.0 -0.469
C 4.302 6.580 -0.804 -0.1 -0.1 0.0 -0.997
H -2.817 -4.046 -2.733 0.0 0.0 0.0 0.324
H -1.843 5.418 5.377 0.0 0.0 0.0 0.339
C 4.247 3.237 -0.315 0.0 0.0 0.1 0.552
H 3.712 -5.534 0.971 0.0 0.0 0.0 0.305
H -0.686 -1.319 -3.682 0.0 0.0 0.0 0.381
H 4.192 -5.111 -2.016 0.0 0.0 0.0 0.300
H 1.896 -0.377 -1.649 0.0 -0.1 0.0 0.440
C 2.231 2.860 1.670 -0.1 0.0 -0.1 -0.412
C 2.484 -6.260 -1.406 0.0 0.0 0.0 -1.273
H -0.940 -3.046 -3.962 0.0 0.0 0.0 0.363
H -1.458 4.425 8.126 0.0 0.0 0.0 0.333
H -3.156 -0.858 -4.331 0.0 0.0 0.0 0.405
H -3.414 -2.588 -4.605 0.0 0.0 0.0 0.362
H -1.761 -3.252 0.489 0.0 0.0 0.0 0.371
C -1.512 3.706 7.309 0.0 0.1 0.0 -1.329
C -3.421 -1.800 -3.848 -0.1 0.1 0.1 -1.311
H -1.832 4.902 0.929 0.0 0.0 0.0 0.450
H -2.508 -1.367 -1.951 0.0 0.0 0.0 0.155
O 4.963 3.453 -1.264 0.1 0.0 0.0 -0.557
H -0.344 2.145 5.327 0.0 0.0 0.0 0.348
O 1.241 2.765 2.371 0.2 0.0 0.0 -0.465
P 4.036 0.642 -1.426 0.0 0.0 -0.4 0.001
C -1.354 -2.492 1.157 -0.1 -0.2 -0.1 -1.561
H -1.639 3.146 -1.672 0.0 0.0 0.0 0.301
H 5.108 -4.720 0.252 0.0 0.0 0.0 0.286
H -0.880 6.049 -1.109 0.0 0.0 0.0 0.267
H -2.798 4.462 -1.451 0.0 0.0 0.0 0.387
C -7.317 -3.509 -3.319 0.0 0.0 0.1 0.437
O 0.320 -4.057 1.979 0.1 0.0 -0.1 -0.568
H 0.418 4.217 6.527 0.0 0.0 0.0 0.274
H -0.094 5.207 1.081 0.0 0.0 0.0 0.247
C 2.636 1.756 0.774 -0.1 0.1 -0.1 0.061
C -2.455 -2.136 -2.726 0.1 -0.1 -0.1 0.650
H -6.600 -4.530 -1.560 0.0 0.0 0.0 0.326
H -0.141 -4.100 2.824 0.0 0.0 0.0 0.351
H -1.495 -1.515 0.692 0.0 0.0 0.0 0.297
H -5.973 -4.782 -3.934 0.0 0.0 0.0 0.329
H 6.236 -0.371 -1.465 0.0 -0.1 0.1 0.335
C 0.718 -1.697 2.345 0.1 0.0 0.0 -1.284
H -6.019 -2.872 -1.712 0.0 0.0 0.0 0.202
H -2.551 3.655 6.969 0.0 0.0 0.0 0.326
H 6.924 5.155 1.057 0.1 0.1 0.1 0.313
C -0.646 3.143 5.006 0.0 0.1 0.0 -1.160
H 3.231 6.767 -0.687 0.0 0.1 -0.1 0.288
O 2.921 -3.905 -1.040 0.0 0.0 0.0 -0.353
H 3.122 -1.628 -1.494 0.1 0.0 0.0 0.319
H 2.327 -3.937 -0.279 0.0 0.0 0.0 0.153
H -1.663 3.077 4.605 0.0 0.0 0.0 0.337
H 2.512 -0.772 -0.056 0.2 -0.3 0.1 0.064
H -9.372 -4.090 -2.951 0.0 0.0 0.0 0.378
H -8.818 -4.373 -4.609 0.0 0.0 0.0 0.319
H -0.347 -2.489 -2.395 0.0 0.0 0.0 0.153
H 6.072 0.730 -0.100 0.1 0.0 -0.1 0.323
H 4.868 -6.457 -0.001 0.0 0.0 0.0 0.408
H 4.445 5.865 -1.611 0.1 0.0 0.0 0.276
C 2.799 -0.665 -1.102 -0.4 0.3 0.0 -0.871
C 4.359 -5.496 0.091 0.0 0.1 0.0 -1.277
H 1.777 -1.896 2.517 0.0 0.0 0.0 0.297
```
Forces are in eV/Å.

Question: Number 1 is which compound?
Answer: C27H60N3O20P5